No. 1
Molecular formula: C28H28N2O2PS3ScSe2
Method: DFT, ωB97M-V with the def2-TZVPD basis set

Positions of all 67 atoms, in Å:
Se1 -3.25831 -0.36338 -0.86206
Se2 -0.35569 -2.16062 0.63876
Sc1 -0.62656 0.37288 -0.45502
S1 0.48346 2.20049 -1.84367
S2 -0.59132 -1.19159 -3.68209
S3 2.20602 2.46835 -5.19855
P1 -2.46996 -2.13790 0.15145
O1 2.71470 3.90152 -3.04991
O2 -0.34147 -0.86823 -2.22945
N1 1.34940 0.89188 0.52463
N2 1.41630 1.16303 1.73709
C1 2.68542 2.73998 -3.65920
C2 2.47801 1.20795 -0.29623
C3 -2.86523 -2.19300 2.92224
C4 -5.56926 -2.79728 2.69742
C5 -4.79773 -2.65622 1.55892
C6 -2.84927 -3.61740 -0.83462
C7 -1.27534 0.27554 -4.43057
C8 -3.43943 -2.35845 1.67012
C9 -2.67434 -4.86999 -0.24730
C10 -0.95918 1.18059 4.50948
C11 -1.02730 1.01299 1.66281
C12 -3.32695 -5.92395 -2.30681
C13 -2.91510 -6.01690 -0.98153
C14 -3.50136 -4.68050 -2.89129
C15 4.71851 1.96215 -0.78036
C16 -3.64619 -2.33039 4.06358
C17 2.08244 5.03958 -3.64507
C18 2.05687 1.22120 -1.73571
C19 0.16607 1.07801 2.40305
C20 -2.16650 1.14775 3.82100
C21 4.48551 2.04227 -2.08546
C22 -4.99258 -2.63435 3.95311
C23 0.22447 1.15911 3.78973
C24 3.67758 1.54685 0.15811
C25 1.01829 -1.14485 -4.45036
C26 -3.26500 -3.52617 -2.15461
C27 3.17439 1.64986 -2.72628
C28 -2.19145 1.05923 2.43033
H1 -2.78212 -6.98770 -0.52245
H2 1.79151 0.19625 -2.00767
H3 -5.24947 -2.77468 0.58091
H4 -3.41210 -2.55007 -2.59944
H5 1.18771 1.21619 4.28150
H6 1.77474 5.66417 -2.81216
H7 -1.30288 0.11521 -5.50769
H8 2.80763 5.55852 -4.27014
H9 1.63101 -1.86908 -3.91555
H10 -2.28382 0.39578 -4.03799
H11 -1.81449 -1.94413 3.00014
H12 -3.15655 1.00240 1.93575
H13 -2.34881 -4.94464 0.78365
H14 -0.64409 1.12488 -4.16323
H15 1.22955 4.72767 -4.24285
H16 1.44070 -0.14116 -4.39451
H17 -3.82729 -4.60511 -3.92053
H18 -3.51321 -6.82296 -2.87915
H19 -6.62220 -3.03124 2.60952
H20 -3.09850 1.18592 4.37301
H21 0.90776 -1.45457 -5.48873
H22 5.26200 2.38084 -2.76085
H23 -0.94205 1.24410 5.58922
H24 -3.19654 -2.19336 5.03848
H25 5.68998 2.23213 -0.38758
H26 3.37870 0.79694 -3.37810
H27 3.86423 1.55688 1.22340
H28 -5.59854 -2.74244 4.84298

Output
ΔE to the lowest compared entry with this formula, charge and spin ... 1.6618 eV
HOMO level ... -7.918 eV
Gap between HOMO and LUMO ... 7.3 eV



No. 2
Molecular formula: C28H28N2SiZn
Method: DFT, ωB97M-V with the def2-TZVPD basis set

Positions of all 60 atoms, in Å:
Zn1 -0.38753 -0.16928 0.76084
Si1 -0.12632 -0.77968 -2.25387
N1 -1.56424 -0.90698 2.17042
N2 1.10018 -0.83826 2.01016
C1 2.42847 -0.62961 1.90745
C2 -1.61273 -1.76769 4.39690
C3 1.42138 -1.58616 4.28400
C4 -0.78715 1.53944 -3.83232
C5 0.97109 2.16505 1.41266
C6 4.42063 -0.40283 -3.08956
C7 3.68781 0.70951 -2.66170
C8 -0.05661 1.98803 0.43153
C9 -1.15072 0.71118 -2.75078
C10 -1.04939 2.20438 2.51572
C11 1.66607 -0.62367 -2.64792
C12 2.31594 0.60670 -2.43347
C13 3.30710 -0.89028 2.96171
C14 2.40006 -1.75182 -3.04118
C15 -3.21076 2.01087 -2.56239
C16 0.35676 2.26884 2.68046
C17 -2.90206 -0.75011 2.17749
C18 -0.89295 -1.36195 3.26643
C19 -1.27165 -2.29308 -2.68273
C20 -2.39208 0.95528 -2.14331
C21 3.77684 -1.63017 -3.25023
C22 -3.00177 -1.67217 4.40010
C23 2.79790 -1.38670 4.16574
C24 -2.85856 2.82699 -3.63499
C25 -1.33095 2.02573 1.12998
C26 -1.62924 2.58434 -4.24483
C27 0.58620 -1.29808 3.19270
C28 -3.65503 -1.14153 3.28505
H1 0.13959 1.34221 -4.39248
H2 1.89700 -2.71141 -3.17113
H3 -1.28146 -3.30069 -3.07936
H4 4.35015 -2.49866 -3.56066
H5 1.74659 1.47350 -2.09161
H6 -0.95141 -1.71999 -3.60463
H7 -2.31190 2.11102 0.64461
H8 -3.56618 -1.99694 5.26628
H9 2.02623 2.29592 1.19989
H10 -1.79311 2.35643 3.30266
H11 3.45309 -1.60356 5.00524
H12 2.78622 -0.22709 0.95995
H13 4.36459 -0.68786 2.82501
H14 0.05285 2.08705 -0.65286
H15 -3.50718 3.64419 -3.95747
H16 -1.04190 -2.14003 5.23982
H17 -1.32816 3.21905 -5.07379
H18 5.48820 -0.30138 -3.29456
H19 -4.15021 2.18269 -2.05210
H20 4.17456 1.67043 -2.52443
H21 -4.73442 -1.01107 3.24148
H22 -0.46813 -2.42738 -1.82575
H23 -0.13879 -0.94297 -0.75142
H24 -3.35220 -0.30043 1.28630
H25 0.86142 2.46010 3.62156
H26 -2.75117 0.27572 -1.35513
H27 0.95284 -1.93899 5.20528
H28 -2.27380 -2.02614 -2.33078

Output
HOMO level (alpha / beta) ... -4.530 / -4.608 eV
Gap between HOMO and LUMO (alpha / beta) ... 4.4 / 4.7 eV



No. 3
Molecular formula: C28H29BBeN6Si
Method: DFT, ωB97M-V with the def2-TZVPD basis set

Positions of all 66 atoms, in Å:
Si1 2.14469 0.94171 3.46703
N1 0.70989 -1.47611 -2.33058
N2 0.20081 1.38765 -2.98184
N3 -1.67531 -0.21249 -3.87833
N4 -0.04455 1.02854 -1.65705
N5 0.87775 -0.95986 -3.63219
N6 -2.02326 -0.71256 -2.62011
C1 0.86672 0.41681 4.72620
C2 0.79355 3.07576 -1.64789
C3 5.34220 -1.19324 1.80998
C4 2.53301 5.44495 2.51099
C5 2.19200 2.70688 2.88808
C6 1.74067 -2.28591 -2.05410
C7 -1.50350 0.24095 5.17130
C8 4.57326 -0.00606 4.24175
C9 -1.23667 -0.92680 5.87877
C10 1.47354 3.61752 3.69053
C11 3.20437 4.54758 1.69014
C12 0.72710 2.62156 -2.97075
C13 4.08449 -0.60371 1.90509
C14 1.08163 -0.90381 5.20022
C15 2.56738 -2.36822 -3.17521
C16 3.03033 3.17448 1.84838
C17 6.20828 -1.18410 2.90559
C18 -0.45380 0.91867 4.53422
C19 0.33090 2.03462 -0.85006
C20 5.82506 -0.60797 4.11887
C21 2.00228 -1.51913 -4.12586
C22 3.71510 -0.00164 3.13205
C23 0.01302 -1.53131 5.84986
C24 1.65527 4.98969 3.49177
C25 -3.35305 -0.85727 -2.53935
C26 -2.81439 -0.15523 -4.55669
C27 -3.86161 -0.54135 -3.76434
C28 0.17802 -0.71786 2.03069
B1 -0.07974 0.23902 -4.06537
Be1 -0.44830 -0.50015 -1.98908
H1 0.11542 0.63867 -5.17794
H2 1.17524 -1.04356 1.68815
H3 1.08272 -0.22106 2.76378
H4 -3.77515 -1.16104 -1.55515
H5 3.45242 -2.98785 -3.27642
H6 -4.89680 -0.61255 -3.98114
H7 -0.18672 0.35948 1.86000
H8 -2.80955 0.14195 -5.59440
H9 6.48632 -0.61037 4.97601
H10 2.02698 -1.42166 5.00353
H11 2.68820 6.51562 2.39783
H12 -2.03336 -1.37884 6.46150
H13 1.10926 4.00842 -1.28405
H14 1.10711 5.67440 4.12500
H15 0.80892 3.22916 4.47681
H16 2.33206 -1.29290 -5.13091
H17 7.19813 -1.63105 2.81407
H18 3.53820 2.45258 1.20657
H19 3.38434 -0.59762 1.06882
H20 -0.43034 -1.23743 1.19620
H21 1.02919 3.10130 -3.86814
H22 -0.65441 1.74605 3.83784
H23 5.64025 -1.65064 0.87810
H24 0.20672 -2.47258 6.33800
H25 4.24715 0.46834 5.17368
H26 1.85606 -2.73250 -1.08354
H27 -2.49576 0.66542 5.11287
H28 3.87734 4.90472 0.92967
H29 0.24162 1.92054 0.22327

Output
HOMO level ... -4.230 eV
Gap between HOMO and LUMO ... 4.1 eV



No. 4
Molecular formula: C28H29BN6OSiTc
Method: DFT, ωB97M-V with the def2-TZVPD basis set

Positions of all 67 atoms, in Å:
Tc1 0.54600 -0.07850 -0.00835
Si1 -2.03841 0.81503 2.33158
O1 -0.79557 0.45700 1.34253
N1 2.27526 -0.95246 -0.85436
N2 2.35089 -1.35905 -2.19537
N3 0.01762 -1.95497 -2.38875
N4 -0.35810 -1.56380 -1.09815
N5 0.78042 0.33503 -3.00943
N6 0.42354 0.89992 -1.77157
C1 -1.94505 0.01520 5.06508
C2 1.83874 1.79569 2.80684
C3 -3.24991 -0.59093 2.22481
C4 -3.35658 3.30871 2.89097
C5 -4.05466 4.47124 2.54272
C6 -1.57073 0.98735 4.13410
C7 -3.67777 -2.96925 2.47307
C8 4.30992 -1.78922 -1.26224
C9 -0.67198 -3.05252 -2.72573
C10 -0.92692 1.29372 6.85485
C11 -5.45958 -1.48253 1.80304
C12 -4.42289 4.69051 1.21408
C13 -0.93651 2.14942 4.58975
C14 -5.00859 -2.77115 2.09676
C15 -1.60990 0.15895 6.41526
C16 -2.94715 2.39685 1.90995
C17 3.56829 -1.85594 -2.43198
C18 -4.58831 -0.39004 1.88552
C19 -4.09142 3.74491 0.23870
C20 0.81885 1.31052 -3.92047
C21 -1.55005 -3.35578 -1.68836
C22 3.47373 -1.22354 -0.28762
C23 -1.34425 -2.39706 -0.69091
C24 -3.34398 2.61100 0.58340
C25 -0.59323 2.29469 5.93924
C26 -2.79934 -1.88089 2.52498
C27 0.41008 2.50087 -3.32823
C28 0.15135 2.21278 -1.98200
B1 1.12659 -1.16429 -3.11251
H1 3.78803 -2.21444 -3.42926
H2 1.54151 2.59970 2.12200
H3 2.92445 1.64555 2.75811
H4 1.27199 -1.52752 -4.24231
H5 -1.90610 -0.61767 7.11772
H6 -1.81776 -2.22624 0.26180
H7 1.30747 0.87260 2.50361
H8 -1.76139 -2.04040 2.83144
H9 -0.07911 3.19576 6.27070
H10 -6.49585 -1.31437 1.51737
H11 -0.47328 -3.53694 -3.67687
H12 0.30105 3.44884 -3.81085
H13 -5.69376 -3.61824 2.04898
H14 -0.20863 2.79613 -1.15239
H15 -3.31184 -3.96083 2.73531
H16 -0.67077 1.40409 7.90884
H17 3.61711 -0.99653 0.75446
H18 -2.24888 -4.16951 -1.64528
H19 5.31993 -2.12160 -1.13342
H20 -4.99405 5.58069 0.94940
H21 1.57561 2.06862 3.83660
H22 1.12688 1.04833 -4.92066
H23 -3.09002 1.87833 -0.18481
H24 -4.42449 3.88047 -0.78990
H25 -0.73346 2.96664 3.89372
H26 -4.94972 0.61938 1.69270
H27 -3.14311 3.11398 3.94132
H28 -4.31467 5.18984 3.31995
H29 -2.52524 -0.84765 4.74367

Output
Expectation value of S² ... 3.778
ΔE to the lowest compared entry with this formula, charge and spin ... 0.0000 eV
HOMO level (alpha / beta) ... -14.022 / -13.984 eV
Gap between HOMO and LUMO (alpha / beta) ... 8.0 / 3.6 eV
Net charge ... +2
Multiplicity ... 4